Record 1
Density functional theory data (wB97M-V/def2-TZVPD) for a cluster of 2 separate species, C6H12O2Si in total at a distorted geometry.

Molar mass   144.25 g/mol
LUMO   -0.0078 Ha
Energy   -675.66557 Eh
Gap between HOMO and LUMO   7.5 eV

Each line ends with the natural charge from an NBO analysis.
Element x y z (Å)
C -0.36120 -0.64695 -3.03880  -0.75
C -2.62955 -0.93095 2.82535  -0.40
C -0.82152 -0.17548 -1.75490  0.16
H 3.41310 1.75598 -0.76823  0.17
H 3.66936 0.93244 1.68801  0.22
H 2.44417 2.33009 1.45774  0.22
H -4.32204 -1.70837 1.85628  0.18
H -2.91652 -1.30004 0.76003  0.23
C 2.71482 1.04850 -0.34483  -0.03
H 3.11459 0.14501 -0.63949  0.17
Si 0.00645 1.57294 -1.07993  1.09
C -3.33595 -1.37977 1.78771  -0.38
H -1.16523 -0.62058 -3.81625  0.25
H -1.57476 -0.89397 2.76185  0.18
H -0.08518 -1.71189 -3.05550  0.25
C 2.73121 1.29489 1.23704  -0.64
H -3.10037 -0.60035 3.80243  0.19
H 2.01813 0.59693 1.69570  0.21
O 1.50649 1.20061 -0.86316  -0.94
H 0.46554 -0.22037 -3.41430  0.21
O -1.77152 -0.68868 -1.09677  -0.58



Record 2
Density functional theory data (wB97M-V/def2-TZVPD) for a structure of composition C4H6O2.

Molar mass   86.09 g/mol
LUMO   0.0319 Ha
Energy   -306.48708 Eh
Gap between HOMO and LUMO   11.4 eV

Each line ends with the natural charge from an NBO analysis.
Element x y z (Å)
H -0.53242 0.22402 1.90734  0.22
O -0.41327 1.19782 -0.68306  -0.49
H 0.83528 1.37715 1.77979  0.23
C -0.24280 -0.91189 -0.68926  -0.55
C 0.47760 0.25314 -0.00533  0.10
H 1.14035 -0.36421 1.92911  0.22
H -0.94922 -1.43240 -0.03494  0.24
C 0.46958 0.38505 1.49491  -0.63
O -1.61695 0.30888 -2.42950  -0.54
H 1.48103 0.40259 -0.41415  0.18
C -0.92449 0.20171 -1.46685  0.80
H 0.36001 -1.61568 -1.26491  0.24



Record 3
Density functional theory data (wB97M-V/def2-TZVPD) for a cluster of 10 separate species, C44H114N6O18 in total at a distorted geometry.

Molar mass   1015.42 g/mol
LUMO   0.0215 Ha
Energy   -3427.33707 Eh
Gap between HOMO and LUMO   9.1 eV

Each line ends with the Mulliken charge.
Element x y z (Å)
C -21.34747 11.22910 -17.22952  0.81
H -24.41023 15.06965 -10.56478  0.11
H -22.05417 14.87307 -10.90915  0.19
H -29.42286 15.33651 -12.33416  0.32
C -25.59498 12.72043 -9.05937  0.59
H -24.34316 12.73731 -7.28790  0.37
C -30.08830 10.40779 -16.42337  -0.77
C -25.18615 10.60033 -18.33070  -0.63
H -30.09395 12.64202 -15.35214  0.65
H -27.60198 16.79405 -22.32685  0.32
H -29.55803 7.58980 -10.37177  0.22
C -24.37026 9.55276 -11.53831  -0.42
N -28.76751 16.63128 -17.63031  0.06
O -25.84600 13.78085 -13.02968  0.48
C -21.01985 15.48600 -13.97215  -0.93
H -32.29910 21.00921 -15.28865  0.35
H -30.75189 17.81994 -11.28345  0.40
C -20.76982 9.82502 -6.72332  -0.52
H -22.90770 15.52782 -13.27044  -0.21
H -20.68125 15.64093 -11.47704  0.50
O -29.63829 10.59491 -15.10688  -0.33
H -26.88188 14.12919 -19.39802  0.36
C -24.31085 13.09900 -8.31600  -1.26
H -20.03030 15.03039 -13.81352  0.41
H -29.59295 15.62227 -10.50385  0.44
H -26.42565 13.14881 -12.60902  -0.45
C -22.82692 7.97190 -14.61960  0.14
H -23.71403 10.03017 -12.26585  0.35
C -28.89043 16.66830 -20.02845  -0.48
C -31.39874 21.52301 -15.63620  -0.48
H -30.55500 11.92181 -13.09350  0.33
H -30.33248 17.54325 -13.03290  0.10
H -22.34722 8.43074 -10.37702  0.32
O -25.91879 11.32702 -9.02139  -0.54
H -29.82045 8.70600 -9.00177  0.32
C -21.30239 7.70372 -14.41768  -1.49
H -29.27076 21.63611 -13.43453  0.35
H -23.00962 10.21801 -8.12480  0.20
H -21.38775 10.63570 -6.34534  0.22
H -28.68173 19.47167 -12.88440  0.33
H -28.05898 13.34046 -18.28485  0.40
H -24.22826 13.93223 -14.11864  -1.18
O -23.99666 9.70489 -10.18601  -0.32
H -21.03398 12.86479 -18.56154  0.21
C -27.05716 13.75852 -18.37785  -0.57
O -26.15612 12.73172 -17.98910  0.40
O -21.57995 9.84139 -17.43460  -0.60
H -27.47808 9.03114 -15.40650  -0.14
C -26.51997 6.89382 -14.33824  -0.74
H -31.05533 10.89411 -16.61980  0.44
H -20.73162 7.90011 -15.32985  0.33
H -25.75331 11.99115 -19.85913  0.40
H -18.54619 9.59365 -6.87721  0.35
C -27.97393 16.78153 -15.35411  0.40
H -25.40792 16.49947 -10.04641  0.25
N -30.60037 20.22469 -12.69505  -0.24
C -29.93509 8.56371 -10.08613  -0.87
H -20.60042 11.40985 -16.44438  0.43
H -20.85755 8.32950 -13.64343  0.30
H -24.25759 15.21615 -17.00898  -0.03
H -31.40075 21.80376 -16.68628  0.29
H -24.16626 14.17017 -8.15091  0.38
H -21.98991 17.22291 -10.29368  0.36
H -24.12396 12.58535 -12.95353  -0.07
C -29.50521 12.14107 -13.34363  -0.16
H -22.06403 10.16329 -10.61795  0.40
H -22.27847 11.75267 -16.95968  -0.65
C -29.48116 10.86366 -10.47194  -0.95
H -22.17392 17.78015 -11.94588  0.34
H -25.80178 10.51746 -16.40272  -0.63
C -27.09942 8.25364 -16.08938  -0.08
H -18.05730 10.31189 -3.34417  0.25
H -20.34628 8.92066 -8.54089  0.26
O -22.68664 15.42141 -15.65918  -0.29
C -21.76106 15.63379 -11.64682  -0.89
H -27.95875 7.58512 -16.29667  0.57
H -28.24987 17.18123 -14.36526  0.23
C -29.43821 17.25157 -18.71518  -0.86
H -25.33975 10.00208 -11.73594  -0.20
C -26.64712 8.85449 -17.40044  -0.85
H -25.80430 17.32857 -13.95474  0.38
H -26.39618 13.24344 -8.52003  0.32
H -27.80876 16.43945 -17.87097  0.15
C -25.69385 16.86475 -14.93920  -0.47
H -23.09240 7.20963 -15.34583  0.32
H -27.42540 9.42617 -17.91469  0.32
H -25.73132 6.36262 -13.81610  0.27
H -27.32060 6.18680 -14.59188  0.35
C -26.98193 16.61225 -21.44293  -0.69
H -23.43663 12.69982 -8.83987  0.25
C -21.44076 14.87103 -15.30484  -0.23
O -28.81720 17.18907 -11.62315  -0.23
H -23.48473 13.69762 -16.53691  -0.01
H -30.46355 11.12879 -10.90302  0.34
H -17.18513 9.93909 -4.89195  0.29
H -22.64852 14.88465 -17.62598  0.49
C -24.77664 13.10289 -13.66541  0.38
C -19.33547 10.15786 -6.37029  -0.46
N -20.97047 9.62094 -8.16454  -0.16
N -28.38951 11.54793 -12.59453  0.70
H -29.35561 10.70838 -17.18211  0.11
H -20.93701 16.57776 -14.05118  0.41
H -24.53924 8.51804 -11.84378  0.35
O -31.22305 22.67055 -14.82214  -0.42
C -23.30770 14.75569 -16.76384  -0.36
H -29.34056 13.20665 -13.13169  -0.51
H -23.80412 16.20895 -9.32059  0.44
H -29.96895 22.04957 -11.91027  0.40
H -28.99925 18.32980 -16.37748  0.32
H -27.85196 15.69281 -15.22012  -0.10
H -25.91209 12.72296 -15.42359  -0.44
H -26.66406 15.57408 -21.32345  0.20
H -26.91841 7.62560 -13.62865  0.17
H -21.42981 11.27544 -19.33158  0.34
H -24.96699 9.89794 -19.14304  0.63
C -30.21079 21.59227 -12.87984  -0.49
H -25.58784 15.78139 -14.81051  -0.10
H -24.43622 11.80417 -15.33615  -0.12
O -26.08798 7.51966 -15.52377  -0.30
H -17.87805 11.56359 -4.45212  0.30
H -29.63114 16.95089 -20.78227  0.50
O -26.74330 17.23048 -15.80169  -0.56
H -31.30077 23.47069 -13.08499  0.33
H -27.12096 11.25617 -19.03671  0.43
C -18.01436 10.47865 -4.42063  -0.73
O -25.94326 11.03514 -14.21291  2.27
H -25.13558 10.82562 -9.30660  0.31
H -29.13891 19.72166 -11.28641  0.23
N -25.58453 9.86705 -17.14918  0.57
C -25.26685 12.17566 -14.72367  0.64
C -29.53614 19.32975 -12.22831  -0.60
H -25.54566 13.06955 -10.09268  -0.38
C -28.99815 17.22497 -16.33418  -1.01
C -24.40822 16.10946 -10.23582  -0.64
H -29.98553 16.88954 -15.98078  0.34
O -23.05769 9.31648 -15.06658  -0.45
H -28.86799 15.57606 -19.98622  0.20
O -23.83684 16.88662 -11.26588  -0.37
H -28.32136 10.51248 -12.66645  0.23
H -22.80599 8.50273 -8.16014  0.22
H -24.18908 11.02780 -18.18204  -0.40
H -19.16950 10.69543 -18.89806  0.33
H -27.43373 11.60459 -10.78302  -0.16
C -22.61735 9.43244 -10.01278  -0.68
H -28.04258 15.35211 -11.26327  0.08
H -21.14025 6.67775 -14.07909  0.40
H -30.24381 9.34914 -16.64058  0.28
H -23.91565 9.21415 -15.51766  0.31
N -22.03002 15.13661 -12.95006  0.29
C -29.96190 17.88064 -12.04625  -0.35
H -26.03413 17.12568 -21.61447  0.24
C -26.11541 11.67634 -18.86483  -0.66
C -22.42069 16.94482 -11.27281  -0.48
C -29.37592 11.93945 -14.86656  0.09
C -29.02988 15.79376 -11.41893  -0.78
O -29.09931 9.51837 -10.71552  -0.18
H -26.88963 14.65188 -17.79382  -0.51
H -31.16200 19.83125 -13.44357  0.24
H -32.29133 21.98616 -13.20130  0.40
H -26.70033 11.24520 -13.63872  -0.89
H -22.12068 9.56539 -16.67525  0.32
C -20.83330 11.79605 -18.57304  -0.61
H -21.54688 13.78781 -15.24196  0.12
O -19.22587 10.05705 -4.94956  -0.29
C -31.32622 22.44917 -13.45169  -0.69
C -28.45335 11.73036 -11.13952  -0.07
O -19.44341 11.61447 -18.83212  -0.58
C -22.34703 9.44673 -8.50514  -0.45
H -26.27622 8.03464 -18.02518  0.36
H -20.69363 15.11713 -16.07818  0.43
H -24.71565 17.17954 -15.25105  0.41
H -30.49883 16.98355 -18.77708  0.36
H -30.97458 8.69514 -10.39768  0.32
O -27.58564 17.10911 -20.26063  -0.31
H -30.59589 20.78925 -15.47500  0.03
H -29.62133 10.95208 -9.38234  0.55
H -28.39171 12.16695 -15.30156  -0.52
H -28.77499 12.76307 -10.91652  -0.01
H -23.38545 7.80245 -13.69460  0.03
H -19.13755 11.20342 -6.65823  0.29
H -20.99750 8.96777 -6.07501  0.28
H -29.44401 18.34930 -18.65289  0.40



- What is the gap between HOMO and LUMO in the second record?
  11.4 eV